[1]
A 2-piece molecular cluster, C25H24Br2N2O2 overall, computed with ωB97M-V/def2-TZVPD.

Geometry as XYZ:
```
55
Properties=species:S:1:pos:R:3:forces:R:3
C -5.519364 3.481268 3.338065 0.2 -0.6 -0.3
O -5.119773 2.365576 2.506631 0.1 0.2 0.3
C -3.826656 1.949002 2.514724 0.8 0.2 0.0
C -2.830470 2.513979 3.352368 -0.6 -0.3 -0.7
C -1.507408 2.137832 3.168337 0.2 -0.8 -0.7
C -1.124365 1.160229 2.200093 -1.9 0.7 0.3
C 0.247685 0.767714 2.039027 2.6 0.5 2.0
C 1.324108 1.673746 2.134376 -1.3 -0.8 -0.2
C 2.669859 1.194326 2.308415 1.1 0.2 0.4
C 3.722498 2.034608 2.541166 -1.1 -0.1 -0.2
Br 5.484774 1.388250 2.784511 -0.3 0.0 0.0
C 3.548059 3.515774 2.620847 0.8 0.6 -0.2
O 4.488245 4.293354 2.780586 -1.0 -0.9 0.0
C 2.150266 3.982673 2.434648 -0.6 -1.3 -0.2
Br 1.854274 5.849283 2.590521 0.0 -0.4 -0.1
C 1.128731 3.107401 2.161319 0.8 1.2 0.4
C -2.160602 0.536171 1.462395 0.6 0.1 0.3
C -3.472860 0.929971 1.586188 -0.6 0.7 0.7
H -6.560216 3.641347 3.061047 0.1 0.1 0.1
H -5.447371 3.227667 4.404042 0.0 0.0 -0.2
H -4.930787 4.384728 3.127841 -0.1 -0.3 0.0
H -3.079016 3.259024 4.111577 0.1 -0.3 -0.3
H -0.746675 2.581236 3.801717 -0.1 -0.1 0.0
H 0.476008 -0.299389 2.198884 -0.1 1.0 -0.1
H 2.836624 0.117021 2.331518 0.0 0.2 -0.2
H 0.127313 3.515751 2.075255 0.2 -0.1 -0.3
H -1.883131 -0.252625 0.765475 -0.2 0.3 0.1
H -4.262855 0.485227 0.983208 0.2 0.1 0.1
C 0.980962 -0.129971 -0.926659 -0.1 -0.6 -0.7
N 0.435449 -0.713346 0.136503 0.1 -0.6 -1.0
C 0.096790 -2.003024 0.040831 0.0 -0.2 -0.6
C 0.241565 -2.777913 -1.115406 0.1 0.6 0.1
C 0.801027 -2.137778 -2.242812 0.0 0.2 0.1
C 1.181400 -0.779138 -2.148843 -0.3 -0.2 0.6
C 1.783873 -0.092001 -3.334443 0.6 0.4 -0.4
C 1.537244 -0.801665 -4.666990 -0.2 -0.2 -0.1
C 1.709580 -2.303206 -4.524639 0.4 0.4 -0.2
N 0.941402 -2.813316 -3.426870 -0.3 0.0 -0.2
C 0.798418 -4.236253 -3.537533 0.0 -0.4 0.3
C -0.315997 -4.750536 -2.645361 0.0 0.2 -0.3
C -0.161511 -4.224925 -1.215207 0.0 -0.6 0.3
H 1.267122 0.911712 -0.796168 0.0 0.0 -0.1
H -0.322489 -2.442401 0.946419 0.0 -0.1 -0.1
H 2.873270 -0.021393 -3.200744 -0.2 0.1 0.1
H 1.405426 0.931869 -3.400742 0.1 0.0 0.1
H 2.241444 -0.465079 -5.434006 -0.2 0.2 0.1
H 0.516884 -0.608356 -5.022028 0.2 0.0 0.0
H 2.776829 -2.579616 -4.387919 -0.2 0.2 -0.2
H 1.335355 -2.830299 -5.418593 0.3 0.4 0.1
H 1.767194 -4.725526 -3.298469 -0.3 0.0 -0.1
H 0.574694 -4.431096 -4.600161 0.1 -0.2 0.5
H -0.274017 -5.844090 -2.679668 -0.2 0.1 0.2
H -1.273350 -4.430232 -3.076538 0.1 -0.1 0.1
H -1.102207 -4.389373 -0.682595 0.1 0.0 0.1
H 0.596755 -4.854214 -0.726142 -0.1 0.2 0.1
```
Forces are in eV/Å.

Its HOMO-LUMO gap is 7.08 eV. For the HOMO energy, the calculation gives -7.670 eV. Its largest force on an atom is 3.368 eV/A. The value obtained for the energy above the lowest of the compared OMol25 structures with the same formula, charge and spin is 14.6 kcal/mol.


[2]
C30H34F5Ge2N2SSiZn as an isolated structure, computed with ωB97M-V/def2-TZVPD.

Geometry as XYZ:
```
76
Properties=species:S:1:pos:R:3:forces:R:3
Zn -0.211610 -0.192706 -0.043604 0.3 0.0 -0.5
C -3.251806 1.008551 -2.088445 0.0 0.0 0.0
C -1.919765 0.803918 -2.747448 0.1 0.0 0.0
C -1.738837 0.915363 -4.113451 0.0 0.0 0.0
C -0.475170 0.638526 -4.637073 0.0 0.0 0.0
C 0.567791 0.262290 -3.822215 0.0 0.0 0.0
C 0.335357 0.184377 -2.434488 0.2 -0.1 0.1
N -0.899127 0.477719 -1.949983 -0.1 0.1 -0.1
N 1.197351 -0.195343 -1.454832 -0.1 0.4 -0.1
Si 2.929626 -0.281607 -1.534908 -0.1 -0.1 0.0
C 3.645695 0.932618 -2.778093 0.0 0.1 -0.1
C 3.581912 0.115593 0.160739 0.0 0.0 0.1
C 3.472443 -2.002922 -2.003791 0.1 -0.1 0.0
H -3.821657 1.792364 -2.586313 0.0 0.0 0.0
H -3.125367 1.269734 -1.038383 0.0 0.0 0.0
H -3.833210 0.085192 -2.130856 0.0 0.0 0.0
H -2.564064 1.194717 -4.753014 0.0 0.0 0.0
H -0.314520 0.706174 -5.706442 0.0 0.0 0.0
H 1.537662 0.016276 -4.228802 0.0 0.0 0.0
H 2.976523 1.769505 -2.983958 0.0 0.0 0.0
H 3.874050 0.451930 -3.731876 0.0 0.0 0.0
H 4.579598 1.344750 -2.388264 0.0 0.0 0.0
H 3.299048 1.124987 0.467920 0.0 0.0 0.0
H 4.673321 0.056132 0.174236 0.0 0.0 0.0
H 3.203649 -0.578473 0.915807 0.0 0.0 0.0
H 3.055667 -2.296435 -2.970401 0.0 0.0 0.0
H 3.139598 -2.731761 -1.261522 0.0 0.0 0.0
H 4.561582 -2.066339 -2.074793 0.0 0.0 0.0
C 1.718108 3.567484 -0.783408 0.1 0.0 -0.1
Ge 0.186572 3.716045 0.406995 0.0 -0.1 -0.1
C -1.420431 3.894155 -0.680399 -0.1 0.0 0.0
C 0.366738 5.282633 1.564811 0.0 0.1 0.1
Ge 0.045775 1.688633 1.752618 -0.1 0.2 0.3
C -1.547528 1.622558 2.869532 -0.1 -0.1 0.0
C -1.870869 0.484375 3.610636 0.0 0.0 0.0
C -3.001614 0.455055 4.409577 0.0 0.0 0.0
C -3.832877 1.566343 4.478429 0.0 0.0 0.0
C -3.529386 2.702529 3.746161 0.0 0.0 0.0
C -2.395902 2.726043 2.941662 -0.1 0.0 0.0
C 1.614252 1.380362 2.861950 0.1 -0.1 0.0
C 1.814268 0.180130 3.545625 0.0 0.0 0.1
C 2.950494 -0.017843 4.315154 0.0 0.0 0.0
C 3.907161 0.983227 4.413282 0.0 0.0 0.0
C 3.723336 2.181582 3.740275 0.0 0.0 0.0
C 2.588254 2.373655 2.964174 0.0 0.0 0.0
H 1.665139 4.352337 -1.539808 0.0 0.0 0.0
H 1.694833 2.599153 -1.283050 0.0 0.0 0.0
H 2.664379 3.658934 -0.249574 0.0 0.0 0.0
H -1.421379 4.880771 -1.147341 0.0 0.0 0.0
H -2.335718 3.782196 -0.100021 0.0 0.0 0.0
H -1.408595 3.139601 -1.464993 0.0 0.0 0.0
H 0.299839 6.176038 0.941017 0.0 0.0 0.0
H 1.327049 5.292335 2.078286 0.0 0.0 0.0
H -0.422211 5.323925 2.314651 0.0 0.0 0.0
H -1.242702 -0.397726 3.559343 0.0 0.0 0.0
H -3.242523 -0.438197 4.971804 0.0 0.0 0.0
H -4.719316 1.542122 5.099073 0.0 0.0 0.0
H -4.174952 3.570174 3.795635 0.0 0.0 0.0
H -2.181197 3.621406 2.369027 0.0 0.0 0.0
H 1.083585 -0.617317 3.477616 0.0 0.1 0.0
H 3.092637 -0.958082 4.832694 0.0 0.0 0.0
H 4.795644 0.827796 5.011455 0.0 0.0 0.0
H 4.467098 2.964963 3.812599 0.0 0.0 0.0
H 2.471361 3.310843 2.432276 0.0 0.0 0.0
F 0.151770 -5.336889 4.482690 0.0 0.0 0.0
C -0.306985 -4.462552 3.588337 0.0 0.0 0.0
C -1.655610 -4.414569 3.280564 0.0 0.0 0.0
F -2.499390 -5.251898 3.883451 0.0 0.0 0.0
C -2.123160 -3.495195 2.358712 -0.1 0.0 0.1
F -3.434766 -3.480768 2.108798 0.0 0.0 0.0
C -1.284708 -2.596430 1.703355 -0.1 0.2 0.0
S -1.951656 -1.431011 0.568560 -0.2 -0.5 0.3
C 0.061403 -2.687975 2.032485 0.1 -0.1 0.0
F 0.963891 -1.875066 1.438662 -0.1 -0.1 -0.1
C 0.557752 -3.588345 2.956173 0.0 0.0 0.0
F 1.861934 -3.616155 3.236264 0.0 0.0 0.0
```
Forces are in eV/Å.

Its HOMO-LUMO gap (spin up / spin down) is 8.12 / 5.60 eV. For the HOMO energy (spin up / spin down), the calculation gives -7.675 / -7.850 eV. Its largest force on an atom is 0.591 eV/A. The value obtained for the energy above the lowest of the compared OMol25 structures with the same formula, charge and spin is 7.5 kcal/mol. The multiplicity is 2. As for the expectation value of S²: 0.754.


[3]
C15H50AsF6O10 as an isolated structure, computed with ωB97M-V/def2-TZVPD.

Geometry as XYZ:
```
82
Properties=species:S:1:pos:R:3:forces:R:3
As -3.953271 17.517219 -13.648460 1.3 -0.5 -0.7
F -5.705961 17.356822 -13.678368 0.9 0.1 -0.4
F -3.998359 16.575554 -12.153394 -0.3 0.8 -0.6
F -2.196829 17.688383 -13.504054 -1.0 0.0 0.0
F -3.921739 18.254807 -15.258297 -0.2 -0.4 0.9
F -4.116743 19.062615 -12.862371 -0.2 -0.8 -0.2
F -3.609342 16.015371 -14.556831 -0.8 0.5 0.8
O 0.380025 18.855090 -15.713545 -0.1 -0.2 -0.1
H -0.510063 18.551596 -15.488252 0.1 0.1 0.1
H 0.674680 18.253831 -16.405194 -0.1 0.0 0.0
O -4.186889 20.729587 -16.096110 0.1 -0.4 -0.2
H -4.014443 19.776164 -15.937463 -0.2 1.0 0.0
H -5.129103 20.779304 -16.281241 0.0 0.0 0.0
O -1.139585 14.535215 -15.181823 0.0 0.0 -0.1
H -1.386355 14.072834 -15.988613 0.0 0.1 0.0
H -1.812140 15.225192 -15.077581 0.0 -0.1 0.1
O -7.164365 15.100519 -12.769180 -0.1 -0.2 0.1
H -7.191669 15.879375 -13.333419 0.2 0.0 0.1
H -6.255410 15.069340 -12.449500 0.0 0.1 -0.1
O -2.367466 20.723768 -11.263809 0.2 0.0 0.4
H -2.621095 20.511289 -10.345886 0.1 0.1 -0.6
H -2.747174 19.997724 -11.773722 0.1 0.2 -0.1
C -8.468590 18.994385 -15.101967 0.7 0.7 -0.5
C -7.847042 17.973209 -16.029211 -1.0 -1.4 -1.4
C -8.487811 16.572468 -15.875771 0.7 -0.9 1.8
O -8.176775 18.341924 -17.389768 0.1 0.9 0.0
H -7.949109 19.949483 -15.217796 0.1 0.0 0.1
H -8.387103 18.712321 -14.054253 -0.2 -0.2 0.0
H -9.492629 19.204597 -15.411573 -0.1 -0.4 0.2
H -6.761706 17.902494 -16.004907 0.1 0.2 0.7
H -9.116919 16.526053 -14.980455 -0.6 0.2 -0.4
H -7.799719 15.764262 -15.588751 0.6 0.3 -0.3
H -8.981347 16.172681 -16.757803 -0.3 0.5 0.0
H -7.714464 17.723456 -17.961474 0.0 0.0 0.0
C -1.297011 16.751930 -9.568304 0.3 -1.0 -0.3
C -2.109580 15.438064 -9.450516 0.7 0.7 -0.2
C -3.197623 15.574373 -8.408037 -0.5 -0.4 -0.2
O -2.522463 14.949114 -10.710153 -0.4 0.2 0.1
H -1.208135 17.210245 -8.583715 -0.1 0.3 -0.1
H -1.685164 17.424755 -10.332633 -0.4 0.2 0.3
H -0.289929 16.500804 -9.907708 0.0 0.1 0.0
H -1.430082 14.665319 -9.083221 0.1 0.0 0.1
H -3.699707 14.607370 -8.325659 -0.1 0.1 0.3
H -3.965034 16.318566 -8.634997 0.2 0.1 -0.2
H -2.728938 15.853302 -7.463575 -0.1 -0.1 0.1
H -3.023663 15.638136 -11.192071 0.5 -0.5 0.4
C 0.675780 18.809569 -11.478331 0.5 -0.1 0.7
C 2.082314 18.399771 -11.907676 -1.1 -0.8 0.4
C 2.446397 16.957256 -11.510212 0.7 0.3 0.0
O 2.085906 18.567766 -13.312800 1.2 0.1 -0.1
H 0.014738 18.033249 -11.864422 -0.4 0.4 -0.2
H 0.494986 19.811928 -11.856959 -0.4 -0.2 -0.3
H 0.506673 18.869771 -10.398217 0.2 -0.2 0.0
H 2.831533 19.052956 -11.455384 0.1 0.2 -0.4
H 2.392432 16.778654 -10.433957 -0.2 0.2 0.0
H 3.496705 16.812785 -11.778724 0.0 -0.2 -0.1
H 1.864236 16.176197 -12.002556 -0.2 0.2 -0.1
H 1.576744 17.861918 -13.723866 -0.2 0.1 0.0
C -4.771159 12.800127 -16.340791 -0.1 0.2 1.1
C -4.348129 12.327978 -14.946986 -0.8 -1.8 -0.2
C -5.537579 11.773115 -14.160921 -0.3 1.3 -0.1
O -3.520595 11.141759 -15.173873 0.6 0.9 0.2
H -3.896417 13.256459 -16.801551 -0.3 -0.1 -0.5
H -5.617470 13.489222 -16.307277 0.3 0.3 0.1
H -5.144448 11.907049 -16.839860 0.4 0.0 -0.4
H -3.738906 13.007487 -14.350007 -0.4 0.4 -0.2
H -6.110358 11.091180 -14.790983 0.4 -0.5 0.2
H -6.273471 12.556299 -13.948123 0.2 0.2 0.1
H -5.195815 11.377822 -13.207725 -0.1 -0.4 -0.1
H -2.634312 11.523646 -15.184837 0.1 -0.6 -0.1
C -5.569622 21.013492 -10.160326 0.0 -0.7 -0.2
C -5.176946 19.919889 -9.161727 -0.4 1.8 0.2
C -5.897844 18.644895 -9.395507 0.0 -1.2 0.5
O -3.744516 19.781872 -9.154706 -0.7 -0.3 0.8
H -5.736239 20.521258 -11.120894 0.4 0.4 -0.3
H -4.787564 21.768078 -10.188306 0.0 0.0 -0.3
H -6.511439 21.499575 -9.901720 0.0 -0.1 0.2
H -5.512192 20.322849 -8.194544 0.4 -0.2 0.2
H -5.609158 18.152722 -10.325997 -0.3 0.3 -0.2
H -6.968597 18.824833 -9.283279 -0.1 -0.1 -0.5
H -5.670426 17.907779 -8.615588 0.1 0.1 0.1
H -3.552819 19.509825 -8.250928 0.4 -0.1 -0.2
```
Forces are in eV/Å.

Its HOMO-LUMO gap is 9.77 eV. For the HOMO energy, the calculation gives -7.391 eV. Its net charge is -1. Its largest force on an atom is 2.179 eV/A. The value obtained for the energy above the lowest of the compared OMol25 structures with the same formula, charge and spin is 6.8 kcal/mol.


[4]
A single C4H2O2 molecule, computed with ωB97M-V/def2-TZVPD.

Geometry as XYZ:
```
8
Properties=species:S:1:pos:R:3:forces:R:3
C -0.709010 1.578321 0.364166 0.7 0.3 0.6
C -1.678454 0.691403 -0.000637 1.1 -0.3 -0.5
C -2.801463 0.083242 -0.101030 -2.2 -1.5 1.6
C -0.187556 0.323851 -0.240382 0.2 0.4 -0.3
O -3.739563 -0.587112 0.053195 0.7 0.7 -1.0
O 0.580742 -0.693636 0.327293 -2.0 0.7 2.5
H 0.024279 0.444351 -1.278906 0.5 -0.4 -0.6
H 0.296257 -0.736458 1.314539 1.0 0.0 -2.3
```
Forces are in eV/Å.

Its HOMO-LUMO gap is 7.78 eV. For the HOMO energy, the calculation gives -8.869 eV. Its largest force on an atom is 3.277 eV/A. The value obtained for the energy above the lowest of the compared OMol25 structures with the same formula, charge and spin is 64.7 kcal/mol.


> What is the largest force on an atom in the first record?

3.368 eV/A


What did the fourth record say?
A single C4H2O2 molecule, computed with ωB97M-V/def2-TZVPD.

Geometry as XYZ:
```
8
Properties=species:S:1:pos:R:3:forces:R:3
C -0.709010 1.578321 0.364166 0.7 0.3 0.6
C -1.678454 0.691403 -0.000637 1.1 -0.3 -0.5
C -2.801463 0.083242 -0.101030 -2.2 -1.5 1.6
C -0.187556 0.323851 -0.240382 0.2 0.4 -0.3
O -3.739563 -0.587112 0.053195 0.7 0.7 -1.0
O 0.580742 -0.693636 0.327293 -2.0 0.7 2.5
H 0.024279 0.444351 -1.278906 0.5 -0.4 -0.6
H 0.296257 -0.736458 1.314539 1.0 0.0 -2.3
```
Forces are in eV/Å.

Its HOMO-LUMO gap is 7.78 eV. For the HOMO energy, the calculation gives -8.869 eV. Its largest force on an atom is 3.277 eV/A. The value obtained for the energy above the lowest of the compared OMol25 structures with the same formula, charge and spin is 64.7 kcal/mol.